1.
# C25H33O2Ru

C25H33O2Ru as an isolated structure at a distorted geometry (ωB97M-V/def2-TZVPD, the OMol25 dataset).

```
61
Properties=species:S:1:pos:R:3:forces:R:3:nbo_charge:R:1
O -0.665070 -0.556807 -2.664656 -0.5 1.3 -2.0 -0.601
C -1.065091 0.620991 -3.561850 -0.6 -0.2 0.7 -0.072
C -0.383256 0.024371 -4.769813 0.1 -0.3 0.6 -0.469
H -0.652180 1.600288 -3.269231 -0.3 -0.6 0.2 0.192
H -2.176196 0.660168 -3.626510 0.7 0.0 0.1 0.189
C -0.286990 -1.249236 -3.893528 0.2 -0.3 -1.6 0.284
H 0.603912 0.485422 -4.918483 -0.4 -0.2 -0.2 0.223
H -0.981912 -0.056682 -5.681401 0.3 0.1 0.1 0.223
C 1.114678 -1.822427 -3.927794 -0.1 -0.2 0.3 -0.643
H 1.844540 -1.070955 -3.605282 -0.1 -0.2 -0.1 0.234
H 1.344414 -2.124084 -4.965310 -0.1 0.1 0.4 0.232
H 1.181354 -2.711383 -3.294812 0.2 0.0 0.0 0.203
C -1.372975 -2.250567 -4.267791 0.2 0.0 0.3 -0.628
H -2.339248 -1.736827 -4.288042 0.0 -0.2 0.1 0.211
H -1.394956 -3.060943 -3.531334 -0.1 0.1 -0.1 0.208
H -1.190390 -2.679156 -5.255516 0.0 0.0 0.1 0.223
Ru -0.683156 -0.720289 1.524653 1.8 3.0 0.8 0.954
C -2.400081 -1.176382 2.814204 -1.4 0.6 0.1 -0.233
C -2.640277 0.208423 3.097600 0.0 -1.1 0.6 -0.214
C -2.829860 0.894014 1.887220 0.5 -0.8 -1.1 -0.125
H -2.666595 0.633640 4.103582 0.2 -0.1 -0.5 0.264
C -2.724475 -0.045514 0.802627 -1.6 0.0 0.7 -0.311
C -2.575634 -1.369234 1.376330 -1.1 0.1 -0.3 -0.312
H -2.678391 -2.313554 0.850088 -0.2 0.2 0.1 0.268
H -2.274788 -1.967367 3.547399 -0.1 0.2 -0.2 0.262
H -3.031198 1.953931 1.777278 0.2 -0.1 0.0 0.258
H -2.919930 0.150145 -0.251128 0.2 0.0 0.3 0.274
C 0.775556 -2.407231 3.052532 0.5 -0.3 0.2 -0.200
C -0.200840 -2.705527 2.038901 0.4 -0.4 -0.9 -0.256
C 0.357977 -2.302870 0.750385 0.9 -0.8 0.6 -0.357
H -1.045417 -3.369189 2.160335 0.1 0.0 0.0 0.256
C 1.643618 -1.699520 1.050405 0.0 -1.3 -0.4 -0.205
C 1.893448 -1.841711 2.433212 -0.1 -0.1 0.1 -0.116
H 2.826012 -1.587683 2.932169 -0.4 0.2 -0.1 0.243
H 0.630478 -2.597244 4.117301 0.2 0.1 -0.4 0.249
H -0.018352 -2.580608 -0.226507 0.1 0.0 0.0 0.278
H 2.355402 -1.385298 0.292588 -0.2 0.1 0.4 0.257
O 1.905448 1.126992 -2.337035 -1.5 0.5 1.0 -0.535
C 1.305938 0.503095 -1.176310 0.9 -0.1 0.3 -0.087
C 0.054115 1.299928 -0.790222 -0.2 -0.4 -0.9 -0.437
H 2.029702 0.547121 -0.341689 0.0 0.2 -0.2 0.154
H 1.127622 -0.554174 -1.387122 0.0 0.4 -0.2 0.211
C 0.453727 2.722643 -1.190631 0.0 0.2 0.5 -0.448
H -0.279536 1.150552 0.260677 0.5 0.5 -0.3 0.183
H -0.781285 0.967560 -1.406920 0.2 0.1 0.5 0.246
C 1.673290 2.549368 -2.130430 0.6 -0.3 0.6 -0.079
H 0.803904 3.242294 -0.296746 -0.2 0.3 -0.1 0.215
H -0.370451 3.305509 -1.617146 0.2 -0.2 0.0 0.225
H 2.537418 2.946554 -1.563180 -0.1 -0.1 -0.6 0.179
H 1.589932 3.056856 -3.095138 0.0 -0.2 0.1 0.204
C 1.699892 2.458332 4.629600 -0.2 0.1 -0.3 -0.216
C 0.933845 1.382847 5.077814 0.0 -0.2 -0.1 -0.218
C 0.250461 0.561172 4.166388 0.4 0.4 0.6 -0.219
C 0.385829 0.780305 2.803024 0.0 0.1 0.1 -0.235
C 1.167782 1.826476 2.340757 0.1 0.4 0.1 -0.293
C 1.754097 2.718621 3.259502 0.1 -0.3 -0.2 -0.178
H 2.243493 3.099478 5.329822 -0.3 -0.2 -0.2 0.232
H 0.854254 1.180210 6.145039 0.0 0.0 -0.2 0.224
H -0.336209 -0.269231 4.553931 0.0 0.2 0.0 0.193
H 1.358194 1.946915 1.270621 -0.2 0.2 0.5 0.213
H 2.264424 3.607493 2.885599 0.1 -0.3 0.1 0.224
```
Forces are in eV/Å.

Computed properties:
Net charge: +1
HOMO (alpha / beta): -10.81 / -11.77 eV
Relative energy (zero: lowest compared OMol25 entry of this formula, charge and spin): 0.5133 eV
Multiplicity: 5

***

2.
# C6H24NO7

A 7-piece molecular cluster, C6H24NO7 overall at a distorted geometry (ωB97M-V/def2-TZVPD, the OMol25 dataset).

```
38
Properties=species:S:1:pos:R:3:forces:R:3:nbo_charge:R:1
C 2.650807 -1.483099 0.411159 -0.5 -2.1 -1.7 -0.236
C 1.410016 -2.225342 -0.171203 1.0 0.9 -1.5 -0.459
C 0.140600 -1.735676 0.405613 -0.7 -1.8 1.4 -0.259
C -0.221410 -2.136337 1.644775 -0.5 1.7 -0.4 -0.166
C -1.467976 -1.579616 2.219531 0.5 -0.1 0.3 -0.293
C -1.669679 -0.261252 2.204023 -1.5 -0.6 0.2 0.134
O -2.861014 0.198148 2.739681 0.0 0.3 0.2 -0.714
N 2.502920 -0.022178 0.041815 -0.8 -1.5 2.1 -0.745
H 3.476427 -1.946739 -0.142342 0.2 0.7 -0.1 0.220
H 2.888057 -1.781893 1.441959 -0.6 1.1 0.0 0.236
H 1.370594 -2.020499 -1.270334 0.3 0.2 0.6 0.209
H 1.556937 -3.302646 -0.215203 -0.1 -0.1 0.8 0.248
H -0.589606 -1.286673 -0.259633 0.1 0.2 0.3 0.233
H 0.444335 -2.662995 2.325687 0.0 -0.4 -0.4 0.210
H -2.206315 -2.214003 2.741819 0.5 0.4 -0.4 0.240
H -0.978705 0.501538 1.876817 0.2 0.0 -0.2 0.172
H -3.469289 0.555978 2.079214 0.4 0.0 0.1 0.482
H 1.699614 0.149926 -0.603890 0.9 0.0 -0.4 0.475
H 3.405469 0.243765 -0.317781 0.0 1.0 -0.1 0.435
H 2.159819 0.505703 0.898196 1.2 0.2 -0.3 0.474
H -1.825712 2.312221 -2.265122 -0.1 0.1 -0.1 0.496
H -2.702843 2.248124 -1.025435 0.0 0.1 0.0 0.478
O -1.835291 2.539032 -1.324965 0.1 -0.2 -0.1 -0.971
H -2.460604 -2.266276 -2.369402 0.6 -0.1 -0.1 0.491
H -3.050788 -1.282855 -1.475425 0.3 0.4 0.3 0.486
O -2.185752 -1.485941 -1.863623 -1.0 -0.3 -0.2 -0.951
H 1.343629 2.151615 1.944099 -0.8 0.1 0.7 0.519
H 1.704212 1.003893 3.060892 -0.7 0.4 0.1 0.500
O 2.005929 1.582315 2.357961 1.1 -0.5 -0.9 -0.978
H 1.151572 2.077950 -2.053812 -0.2 -0.1 -0.2 0.500
H -0.050421 1.128648 -1.730316 0.0 0.4 -0.1 0.522
O 0.877202 1.320960 -1.527361 0.0 -0.2 0.0 -0.985
H -1.806035 -0.095056 -3.055382 0.0 0.0 -0.2 0.494
H -1.037627 0.127165 -4.356157 0.0 0.2 -0.1 0.484
O -1.498832 0.606690 -3.659687 0.1 -0.1 0.4 -0.993
H 1.067145 3.347868 0.181706 0.3 0.0 0.4 0.463
H -0.320299 3.736329 0.253767 -0.5 -0.2 0.6 0.501
O 0.382901 3.451199 0.858352 0.3 0.1 -0.9 -0.952
```
Forces are in eV/Å.

Computed properties:
Net charge: +1
HOMO: -11.86 eV
Relative energy (zero: lowest compared OMol25 entry of this formula, charge and spin): 1.8206 eV
Multiplicity: 1

***

3.
# C8H13N3O3

A single C8H13N3O3 molecule at a distorted geometry (ωB97M-V/def2-TZVPD, the OMol25 dataset).

```
27
Properties=species:S:1:pos:R:3:forces:R:3:nbo_charge:R:1
C 0.324603 -1.869974 -2.423062 -0.3 0.2 0.1 -0.331
C -0.596838 -0.929575 -2.139116 0.4 -0.4 -0.3 0.026
C 1.506942 -1.537798 -1.617445 0.2 -0.4 0.1 -0.097
C 1.333688 -1.663635 -0.113204 -1.4 1.0 -1.6 -0.067
C -2.169378 1.843040 1.220934 0.2 -0.3 -0.2 -0.631
C 0.281252 1.442525 1.578963 -0.2 -0.2 -0.2 -0.639
C -0.736399 1.145927 -0.726020 0.1 -0.1 0.5 -0.214
C -0.961085 0.993723 0.804216 0.0 0.6 0.0 0.241
N -0.065305 0.022923 -1.312270 -1.0 -0.1 -0.2 -0.242
N 1.209088 -0.282352 -0.966648 1.5 -0.6 1.2 -0.159
N 2.465060 -1.683696 0.703209 0.6 0.1 0.4 0.500
O 2.318269 -2.123434 1.835808 0.0 0.0 0.2 -0.411
O 3.524655 -1.294487 0.238873 0.1 0.1 0.0 -0.405
O -1.231709 -0.381794 1.023200 -0.1 -0.2 0.0 -0.734
H 0.248903 -2.705611 -3.085014 -0.1 -0.2 -0.2 0.235
H -1.599684 -0.832308 -2.504231 -0.2 0.1 0.0 0.224
H 2.521317 -1.695735 -1.963076 0.0 0.1 0.0 0.248
H 0.407703 -2.018412 0.313402 0.2 0.0 0.0 0.254
H -3.082820 1.412667 0.813622 0.0 0.0 -0.1 0.217
H -2.256674 1.869740 2.305529 0.0 0.0 0.1 0.212
H -2.064010 2.860638 0.854336 0.0 0.2 0.0 0.213
H 1.164580 0.915351 1.231578 0.1 0.0 0.0 0.235
H 0.153737 1.245928 2.642189 0.0 0.0 0.1 0.208
H 0.436748 2.509732 1.443054 0.0 0.1 0.0 0.214
H -1.700444 1.240565 -1.226233 0.0 0.0 -0.1 0.213
H -0.144911 2.048782 -0.905460 -0.1 0.0 0.0 0.213
H -1.287288 -0.532729 1.972867 0.0 0.0 0.0 0.477
```
Forces are in eV/Å.

Computed properties:
HOMO: -7.83 eV
Relative energy (zero: lowest compared OMol25 entry of this formula, charge and spin): 3.9574 eV
SMILES string: CC(C)(O)CN1C=C[C@@H]2[C@@H]([N+](=O)[O-])N21
Multiplicity: 1

***

4.
# C3H11NS

A 2-piece molecular cluster, C3H11NS overall at a distorted geometry (ωB97M-V/def2-TZVPD, the OMol25 dataset).

```
16
Properties=species:S:1:pos:R:3:forces:R:3:nbo_charge:R:1
C -1.968064 1.048583 2.692801 1.1 1.7 0.9 -0.746
S -0.598394 0.285366 1.793334 0.3 -0.7 -1.3 -0.746
H -1.645536 2.123440 2.783572 -0.7 -0.8 0.1 0.185
H -2.958120 1.060493 2.248341 -0.1 -0.4 -0.1 0.184
H -1.956458 0.662889 3.730842 -0.4 0.0 -0.6 0.191
C 1.934103 -1.193154 -1.302530 0.3 -0.5 -0.9 -0.656
C 1.239750 -0.752290 -2.610846 0.3 1.3 1.1 -0.210
N 0.143818 0.209864 -2.180942 0.0 -0.4 0.5 -0.706
H 2.997654 -1.220581 -1.523203 0.1 -0.2 0.3 0.231
H 1.785960 -0.532750 -0.455466 -0.2 0.4 0.0 0.258
H 1.602392 -2.178180 -0.982063 0.0 0.0 -0.1 0.243
H 1.923337 -0.229551 -3.301827 -0.4 0.0 0.4 0.214
H 0.755743 -1.525121 -3.163705 -0.3 -0.7 -0.2 0.217
H -0.445929 -0.271659 -1.461747 -0.2 0.3 -0.3 0.463
H -0.402670 0.597401 -2.956476 0.0 -0.2 0.4 0.429
H 0.524141 0.967572 -1.604120 0.1 0.2 -0.1 0.447
```
Forces are in eV/Å.

Computed properties:
HOMO: -5.50 eV
Relative energy (zero: lowest compared OMol25 entry of this formula, charge and spin): 2.7430 eV
Multiplicity: 1

***

5.
# CH7NS2

A 2-piece molecular cluster, CH7NS2 overall at a distorted geometry (ωB97M-V/def2-TZVPD, the OMol25 dataset).

```
11
Properties=species:S:1:pos:R:3:forces:R:3:nbo_charge:R:1
S 0.401640 -0.887272 1.198486 0.5 0.1 0.2 -0.137
S 1.861880 -0.336811 -0.213850 -1.1 -0.3 0.4 -0.102
H -0.527908 -1.505722 0.456273 0.3 -0.1 -0.3 0.121
H 1.081185 0.663373 -0.637037 0.4 0.2 -0.3 0.117
C -2.473023 0.499616 -0.819750 -0.6 -0.2 0.5 -0.416
N -1.798272 1.793647 -0.700060 1.3 -0.3 -0.5 -0.815
H -1.890380 -0.413250 -0.707694 0.5 0.2 0.0 0.166
H -3.244617 0.426238 -0.057914 -0.1 0.1 0.2 0.186
H -2.971668 0.394787 -1.758131 -0.4 0.1 -0.7 0.191
H -1.553577 2.153260 -1.622671 -0.5 0.0 0.0 0.348
H -0.856950 1.620372 -0.349755 -0.3 0.1 0.6 0.341
```
Forces are in eV/Å.

Computed properties:
HOMO: -9.64 eV
Relative energy (zero: lowest compared OMol25 entry of this formula, charge and spin): 0.7724 eV
SMILES string: CN.SS
Multiplicity: 1

***

6.
# C12H9NO

A single C12H9NO molecule at a distorted geometry (ωB97M-V/def2-TZVPD, the OMol25 dataset).

```
23
Properties=species:S:1:pos:R:3:forces:R:3:nbo_charge:R:1
C 1.388663 0.320363 1.620399 -0.2 -0.1 -1.1 0.087
C 0.584777 -0.110427 0.623429 0.5 0.0 0.0 -0.081
C 2.538182 0.970173 1.953634 0.1 0.1 0.3 -0.332
C 3.289701 1.399877 0.860211 -0.1 -0.1 -0.1 -0.137
C -2.505119 0.946286 -0.023653 0.4 -0.3 0.9 -0.164
C -2.521676 0.474111 -1.351306 0.2 -0.5 -0.7 -0.439
C -1.733106 0.394797 0.931860 -0.5 0.1 -0.2 -0.284
C 2.701280 1.037379 -0.351377 0.3 0.1 -0.2 -0.330
C -0.790563 -0.716201 0.581324 0.0 0.4 1.0 -0.119
C 1.525493 0.364517 -0.215071 -0.6 -0.2 1.1 0.098
C -1.814375 -0.633688 -1.788721 -0.8 1.0 -0.3 0.555
C -0.533981 -2.466489 -1.001757 -0.2 0.8 -0.1 0.045
N -1.035644 -1.312425 -0.711316 0.5 -1.6 -0.3 -0.272
O -1.771832 -1.171266 -2.884467 0.2 -0.4 -0.3 -0.673
H 2.819985 1.143552 2.978649 0.1 0.1 0.1 0.236
H 4.207408 1.966256 0.944425 0.1 0.0 0.0 0.217
H -3.149638 1.774951 0.225484 -0.1 0.1 0.1 0.218
H -3.153832 0.955563 -2.080975 0.0 0.0 -0.1 0.229
H -1.686536 0.755068 1.944941 0.0 0.0 0.1 0.221
H 3.113605 1.272185 -1.317098 0.1 0.1 -0.1 0.240
H -0.821569 -1.503477 1.348298 0.0 0.1 -0.2 0.237
H 0.020554 -3.037233 -0.275743 0.0 0.1 0.3 0.196
H -0.671780 -2.823870 -2.011172 -0.1 0.1 -0.1 0.251
```
Forces are in eV/Å.

Computed properties:
HOMO (alpha / beta): -6.95 / -6.95 eV
Relative energy (zero: lowest compared OMol25 entry of this formula, charge and spin): 5.4983 eV
Multiplicity: 1

***

Question: The highest relative energy (zero: lowest compared OMol25 entry of this formula, charge and spin) belongs to which entry?
Answer: C12H9NO

***

Question: Which formula does entry 6 have?
Answer: C12H9NO